A.
20
Properties=species:S:1:pos:R:3:mulliken_charge:R:1 method="wB97M-V/def2-TZVPD" charge=0 multiplicity=1 e_lumo_ev=0.62 smiles="C=C(C(N)=O)C(C)(C)O" homo_lumo_gap_ev=9.766
O -2.465 0.239 -1.037 -0.627
O 0.747 -1.013 1.232 -0.591
N -1.910 -1.411 0.449 -0.367
C -0.787 0.777 0.465 0.276
C 0.612 -0.193 0.080 1.323
C 1.767 0.810 0.027 -1.993
C -0.879 2.087 0.401 -0.746
C 0.756 -1.124 -1.124 -1.596
C -1.709 -0.206 -0.173 0.391
H 0.062 -1.959 -1.088 0.338
H -1.172 -1.792 1.024 0.291
H -1.837 2.531 0.633 0.281
H 0.643 -0.558 -2.045 0.373
H -2.553 -2.048 0.007 0.229
H 1.739 -1.591 -1.114 0.469
H 2.716 0.276 0.029 0.462
H -0.052 2.746 0.186 0.269
H 1.688 1.423 -0.867 0.405
H 1.790 1.450 0.908 0.413
H 0.843 -0.444 2.005 0.399

---

B.
20
Properties=species:S:1:pos:R:3:mulliken_charge:R:1 method="wB97M-V/def2-TZVPD" charge=0 multiplicity=1 e_lumo_ev=0.28 homo_lumo_gap_ev=9.145
O 1.401 0.403 -2.128 -0.567
O -1.880 1.240 -0.418 -0.650
N -0.566 -0.559 -1.378 -0.430
C 1.655 -1.395 -0.549 -1.076
C -1.770 -0.423 1.307 -1.319
C 0.422 0.930 0.741 -0.424
C 0.912 -0.270 -1.238 0.689
C -1.202 0.430 0.193 1.024
C 0.746 2.214 0.583 -0.730
H -1.057 -1.384 -1.045 0.309
H 1.114 -1.754 0.327 0.302
H -2.512 -1.100 0.874 0.370
H 0.769 0.401 1.626 0.338
H 0.406 2.750 -0.300 0.253
H 2.631 -1.023 -0.240 0.310
H 1.375 2.741 1.293 0.306
H -1.023 -1.036 1.814 0.352
H -0.943 -0.167 -2.236 0.260
H 1.790 -2.216 -1.259 0.333
H -2.268 0.218 2.033 0.351

---

C.
20
Properties=species:S:1:pos:R:3:mulliken_charge:R:1 method="wB97M-V/def2-TZVPD" charge=0 multiplicity=1 e_lumo_ev=0.64 smiles="C=C(CC)[C@H](O)C(N)=O" homo_lumo_gap_ev=10.139
O 1.837 1.162 -0.345 -0.621
O 1.531 -1.033 -1.822 -0.548
N -0.266 1.971 -0.942 -0.410
C -0.843 -2.374 -0.373 -0.957
C -0.621 -0.166 1.061 -0.671
C -0.379 -1.137 -0.413 0.497
C 0.659 0.954 -0.682 0.654
C 0.141 0.705 2.057 -1.139
C 0.335 -0.380 -1.452 -0.216
H -0.590 2.080 -1.896 0.222
H 0.052 1.771 1.837 0.302
H -1.590 0.280 0.828 0.356
H -0.079 2.829 -0.437 0.278
H -0.890 -1.024 1.692 0.335
H -1.518 -2.711 0.407 0.294
H 2.200 -0.691 -1.191 0.370
H -0.581 -3.067 -1.170 0.296
H 1.191 0.408 2.112 0.288
H -0.301 0.590 3.052 0.383
H -0.289 -0.167 -2.326 0.285

---

Each structure's energy above the most stable one, in kJ/mol: A 0.0; B 150.8; C 74.7.

---

A.
57
Properties=species:S:1:pos:R:3:mulliken_charge:R:1 method="wB97M-V/def2-TZVPD" charge=0 multiplicity=1 e_lumo_ev=0.76 smiles="Cc1cnn(CCCNC(=O)C[C@@H]2CCN(Cc3ccc(C(N)=O)cc3)C2)c1" homo_lumo_gap_ev=9.566
O 9.018 0.554 -1.654 -0.622
O -1.867 0.504 -1.497 -0.579
N -3.308 -1.283 -1.248 -0.215
N 2.537 -1.122 0.284 0.213
N -6.183 2.039 1.125 0.757
N 9.861 -1.406 -0.914 -0.375
N -5.394 2.825 1.862 -0.996
C 2.355 -1.456 -1.125 -0.800
C 4.953 -1.547 0.394 0.785
C -5.827 0.651 0.928 -1.021
C 1.001 -0.832 -1.481 -0.785
C -8.010 5.178 0.674 -1.241
C -7.111 4.027 0.995 0.312
C -1.116 -1.281 -0.099 -1.163
C 6.580 0.091 -0.302 -0.695
C -7.217 2.720 0.583 -0.072
C 0.272 -0.667 -0.126 0.915
C 5.322 -0.221 0.180 -0.296
C 3.584 -1.878 0.935 -1.158
C 7.137 -2.239 -0.363 -0.842
C 7.503 -0.915 -0.566 0.837
C -4.714 0.473 -0.092 0.142
C -5.930 4.034 1.765 -0.424
C 1.226 -1.317 0.877 -1.274
C 5.869 -2.549 0.107 -0.805
C -2.079 -0.588 -1.034 0.332
C 8.847 -0.505 -1.087 0.349
C -4.328 -0.995 -0.223 -1.030
H 10.776 -1.127 -1.221 0.230
H 3.553 -1.643 2.003 0.386
H 1.177 -0.869 1.871 0.420
H -7.683 5.711 -0.221 0.242
H -1.089 -2.347 -0.333 0.381
H -1.546 -1.200 0.909 0.373
H -5.525 0.252 1.898 0.333
H 3.180 -1.077 -1.727 0.420
H 9.771 -2.192 -0.299 0.190
H 0.438 -1.471 -2.164 0.357
H -3.671 -0.910 -2.122 0.385
H -5.204 -1.601 -0.465 0.415
H -6.730 0.122 0.615 0.303
H -5.479 4.867 2.281 0.462
H -8.027 5.896 1.494 0.332
H 0.187 0.395 0.103 0.238
H 6.868 1.118 -0.486 0.431
H 0.994 -2.396 0.978 0.328
H 1.122 0.132 -1.970 0.255
H 5.584 -3.587 0.239 0.343
H -3.854 1.071 0.215 0.320
H 4.603 0.563 0.380 0.405
H -7.950 2.224 -0.033 0.355
H 3.412 -2.966 0.840 0.401
H -5.038 0.861 -1.062 0.207
H 2.323 -2.553 -1.252 0.298
H 7.818 -3.045 -0.609 0.305
H -3.957 -1.364 0.738 0.302
H -9.034 4.844 0.504 0.337

---

B.
57
Properties=species:S:1:pos:R:3:mulliken_charge:R:1 method="wB97M-V/def2-TZVPD" charge=0 multiplicity=1 e_lumo_ev=0.68 smiles="Cc1cnn(CCCNC(=O)C[C@@H]2CCN(Cc3ccc(C(N)=O)cc3)C2)c1" homo_lumo_gap_ev=9.536
O 2.440 -0.219 -0.493 -0.650
O -3.406 -2.040 8.868 -0.624
N 4.092 1.815 -5.516 0.773
N 3.848 0.573 -5.943 -0.964
N -2.047 -0.558 2.186 0.199
N 1.859 1.886 -1.102 -0.165
N -5.049 -3.481 8.318 -0.376
C 2.929 1.805 -3.344 0.025
C -4.091 -2.562 8.011 0.369
C 3.966 1.999 -7.704 0.303
C 3.066 2.170 -1.871 -1.066
C 0.246 -0.788 1.679 -0.794
C -3.349 -1.138 2.434 -1.173
C -0.396 0.263 0.739 0.794
C 4.222 2.077 -4.098 -0.900
C 1.571 0.568 -0.809 0.754
C -4.323 -3.103 5.537 -0.865
C -3.126 -0.686 4.902 -0.292
C -3.536 -1.537 3.877 0.844
C -1.894 -0.029 0.844 -1.246
C 3.767 0.676 -7.262 -0.434
C 4.167 2.699 -6.536 -0.089
C 3.938 2.518 -9.107 -1.232
C -3.309 -1.039 6.225 -0.704
C -3.923 -2.246 6.554 0.807
C -0.942 -1.504 2.327 -0.785
C -4.125 -2.749 4.209 -0.796
C 0.099 0.218 -0.710 -1.301
H -0.015 -0.795 -1.102 0.388
H -0.209 1.263 1.137 0.263
H -0.779 -1.758 3.374 0.431
H 1.055 2.405 -1.424 0.290
H 2.679 0.747 -3.442 0.334
H -0.504 0.889 -1.326 0.284
H -2.982 -0.397 7.032 0.431
H 2.928 2.790 -9.418 0.239
H -4.420 -3.433 3.421 0.348
H 3.580 -0.208 -7.852 0.458
H 4.367 3.744 -6.360 0.352
H -3.524 -2.019 1.790 0.392
H -4.755 -4.069 5.767 0.314
H -1.172 -2.437 1.783 0.301
H 4.520 3.122 -3.993 0.231
H 5.027 1.456 -3.701 0.295
H -2.176 -0.781 0.083 0.357
H -5.747 -3.759 7.654 0.190
H 0.870 -0.302 2.427 0.300
H -4.105 -0.394 2.165 0.381
H 3.873 1.599 -1.411 0.371
H 3.305 3.229 -1.758 0.366
H 4.304 1.765 -9.805 0.332
H -2.646 0.249 4.642 0.404
H -2.518 0.856 0.700 0.417
H 2.118 2.380 -3.801 0.219
H -5.221 -3.658 9.292 0.232
H 4.565 3.404 -9.212 0.336
H 0.888 -1.472 1.127 0.334

---

Each structure's energy above the most stable one, in kJ/mol: A 40.1; B 0.0.